No. 1
ORCA calculation (ωB97M-V/def2-TZVPD) on an isolated ion of composition C2HN6 and charge -1 at a distorted geometry.

Its charge is -1. As for the HOMO energy: -4.494 eV. As for the relative energy (zero: lowest compared OMol25 entry of this formula, charge and spin): 48.5 kcal/mol. Its multiplicity is 1. The LUMO energy comes out at 4.020 eV. Its largest force on an atom is 1.6 eV/Å. For the HOMO-LUMO gap, the calculation gives 0.3129 Eh.

Cartesian coordinates (Å):
C 1.778 0.791 -0.043
N 1.732 0.948 -1.279
N 0.455 1.052 -0.161
C -0.484 0.057 -0.034
N -1.759 0.219 -0.419
N -2.363 -0.873 -0.012
N -1.511 -1.666 0.592
N -0.315 -1.127 0.598
H 2.467 0.600 0.757

Cartesian forces (eV/Å) of the 2 atoms listed first:
C 0.25 -0.04 -0.57
N 0.15 -0.46 0.33

No. 2
ORCA calculation (ωB97M-V/def2-TZVPD) on C34H42Cl5N5OPbSbSeSi3 as an isolated structure.

Its charge is +1. As for the HOMO energy: -9.828 eV. As for the relative energy (zero: lowest compared OMol25 entry of this formula, charge and spin): 18.0 kcal/mol. Its multiplicity is 1. The LUMO energy comes out at -2.855 eV. Its largest force on an atom is 0.1 eV/Å. For the HOMO-LUMO gap, the calculation gives 0.2562 Eh.

Cartesian coordinates (Å):
Pb 0.893 1.174 -0.933
Cl 3.248 2.721 -3.266
C 3.998 1.950 -1.896
C 3.192 1.468 -0.881
C 3.827 0.901 0.209
Cl 2.833 0.337 1.539
C 5.207 0.770 0.300
Cl 5.943 0.042 1.672
C 5.989 1.240 -0.755
Cl 7.694 1.058 -0.701
C 5.387 1.853 -1.855
Cl 6.353 2.475 -3.129
N 1.912 -0.528 -3.940
C 3.231 -0.792 -3.601
C 4.278 -0.468 -4.429
C 5.604 -0.792 -4.084
C 5.892 -1.446 -2.920
C 4.839 -1.791 -2.042
C 5.055 -2.461 -0.816
C 3.996 -2.757 -0.009
C 2.709 -2.357 -0.418
N 2.459 -1.724 -1.535
C 3.507 -1.455 -2.367
H 1.743 0.298 -4.492
H 1.242 -0.709 -3.212
H 4.076 0.038 -5.365
H 6.401 -0.517 -4.763
H 6.909 -1.703 -2.656
H 6.066 -2.730 -0.532
H 4.127 -3.268 0.935
H 1.857 -2.560 0.228
O -0.971 0.615 1.224
C -1.174 1.119 2.472
C -2.060 0.510 3.361
C -2.305 1.015 4.623
C -1.667 2.175 5.026
C -0.770 2.772 4.164
C -0.468 2.257 2.896
C 0.567 2.954 2.111
N 0.857 2.903 0.818
C 1.841 3.842 0.591
C 2.174 4.446 1.755
N 1.365 3.877 2.703
H -2.586 -0.386 3.058
H -3.004 0.511 5.278
H -1.866 2.614 5.994
H -0.313 3.697 4.487
H 2.233 4.021 -0.395
H 2.890 5.212 1.990
H 1.397 4.079 3.685
C -0.811 -2.250 -2.446
Si -2.252 -1.112 -2.171
C -3.866 -2.060 -2.162
C -2.303 0.306 -3.356
Sb -2.439 -0.472 0.361
Si -4.655 0.852 0.897
C -5.606 -0.358 1.956
C -4.290 2.439 1.785
C -5.519 1.122 -0.727
Si -1.887 -2.660 1.712
C -3.265 -3.031 2.915
C -1.664 -4.088 0.535
C -0.265 -2.271 2.554
H -0.549 -2.237 -3.509
H -1.082 -3.276 -2.193
H 0.093 -1.990 -1.891
H -3.963 -2.576 -3.122
H -4.734 -1.411 -2.055
H -3.901 -2.827 -1.386
H -2.456 -0.125 -4.351
H -1.375 0.878 -3.384
H -3.121 0.993 -3.145
H -5.111 -0.559 2.907
H -5.763 -1.309 1.441
H -6.592 0.059 2.178
H -4.006 2.288 2.825
H -5.212 3.028 1.765
H -3.514 3.006 1.273
H -5.911 0.204 -1.164
H -4.878 1.631 -1.445
H -6.375 1.774 -0.522
H -4.211 -3.227 2.409
H -3.426 -2.243 3.651
H -2.991 -3.937 3.464
H -2.526 -4.262 -0.110
H -1.515 -4.992 1.132
H -0.779 -3.959 -0.088
H -0.413 -1.728 3.488
H 0.398 -1.676 1.922
H 0.240 -3.213 2.784
Se -0.089 3.437 -2.428
C -1.575 2.899 -1.515
N -2.446 2.434 -0.908

Cartesian forces (eV/Å) of the 2 atoms listed first:
Pb -0.11 0.01 -0.02
Cl 0.03 -0.01 0.00

No. 3
ORCA calculation (ωB97M-V/def2-TZVPD) on C5H15F5N2O4PPdTe as an isolated structure.

Its charge is +1. As for the HOMO energy: -13.602 eV. As for the relative energy (zero: lowest compared OMol25 entry of this formula, charge and spin): 8.1 kcal/mol. Its multiplicity is 1. The LUMO energy comes out at -4.166 eV. Its largest force on an atom is 1.0 eV/Å. For the HOMO-LUMO gap, the calculation gives 0.3467 Eh.

Cartesian coordinates (Å):
Pd -0.202 0.150 -0.267
C -4.267 -1.490 -2.905
O -2.892 -1.745 -2.550
C -2.237 -0.928 -1.779
O -1.052 -1.185 -1.512
N -2.841 0.187 -1.306
N -2.088 1.023 -0.455
H -4.560 -2.329 -3.525
H -4.345 -0.568 -3.481
H -4.891 -1.463 -2.011
H -3.781 0.454 -1.548
H -2.474 0.990 0.486
H -2.074 1.986 -0.787
F 0.990 4.927 -0.371
Te 0.810 3.223 0.286
F 0.653 3.950 1.968
F -1.041 3.465 0.035
F 0.916 2.637 -1.482
F 2.653 3.160 0.436
O 0.613 1.509 0.920
C 3.480 -0.137 -0.116
P 2.487 -1.099 1.018
C 2.633 -0.368 2.643
C 3.182 -2.744 1.086
O 1.022 -1.218 0.577
H 4.524 -0.152 0.201
H 3.131 0.894 -0.135
H 3.405 -0.567 -1.115
H 3.676 -0.337 2.958
H 2.060 -0.962 3.355
H 2.228 0.642 2.609
H 4.218 -2.703 1.423
H 3.138 -3.194 0.095
H 2.603 -3.356 1.777

Cartesian forces (eV/Å) of the 2 atoms listed first:
Pd -0.38 -0.36 0.79
C 0.00 0.00 -0.01

No. 4
ORCA calculation (ωB97M-V/def2-TZVPD) on C37H28Cl2CoN5O2Te as an isolated structure at a distorted geometry.

Its charge is -1. As for the HOMO energy (alpha / beta): -3.877 / -3.811 eV. As for the relative energy (zero: lowest compared OMol25 entry of this formula, charge and spin): 35.9 kcal/mol. Its multiplicity is 2. The LUMO energy (alpha / beta) comes out at 2.302 / 0.816 eV. Its largest force on an atom is 1.0 eV/Å. For the HOMO-LUMO gap (alpha / beta), the calculation gives 0.2271 / 0.1700 Eh.

Cartesian coordinates (Å):
Co -0.880 -1.094 0.116
C 0.679 1.404 4.759
C -0.679 1.482 4.470
C -1.262 0.575 3.598
C -0.499 -0.430 2.990
C 0.856 -0.512 3.305
C 1.440 0.400 4.174
N -1.064 -1.285 2.031
C -2.108 -2.074 2.371
C -2.504 -2.469 3.669
C -3.556 -3.350 3.826
C -4.253 -3.865 2.724
C -3.893 -3.480 1.445
C -2.841 -2.589 1.274
N -2.366 -2.085 0.069
N -2.930 -2.485 -1.075
C -2.207 -1.980 -2.087
C -2.565 -2.179 -3.443
C -1.762 -1.682 -4.431
C -0.594 -0.968 -4.097
C -0.311 -0.784 -2.768
N -1.085 -1.266 -1.781
H 1.140 2.120 5.428
H -1.282 2.269 4.909
H -2.317 0.637 3.355
H 1.443 -1.296 2.842
H 2.499 0.327 4.395
H -1.963 -2.096 4.529
H -3.837 -3.661 4.826
H -5.069 -4.560 2.875
H -4.410 -3.857 0.572
H -3.474 -2.725 -3.654
H -2.026 -1.831 -5.471
H 0.068 -0.572 -4.854
H 0.565 -0.232 -2.448
Cl 5.635 2.834 0.461
C 4.319 2.910 -0.689
C 3.459 3.988 -0.622
C 2.400 4.069 -1.508
C 2.237 3.080 -2.462
C 3.116 2.016 -2.523
Cl 2.876 0.849 -3.791
C 4.173 1.870 -1.617
N 5.088 0.826 -1.663
C 4.710 -0.554 -1.795
C 5.265 -1.272 -2.849
C 4.971 -2.611 -3.029
C 4.101 -3.239 -2.143
C 3.574 -2.527 -1.079
C 3.883 -1.181 -0.873
C 3.329 -0.486 0.345
C 1.860 -0.089 0.163
O 1.566 1.109 0.067
O 1.069 -1.077 0.075
H 3.611 4.739 0.140
H 1.694 4.886 -1.444
H 1.420 3.122 -3.169
H 5.836 0.956 -0.997
H 5.915 -0.748 -3.538
H 5.404 -3.158 -3.857
H 3.841 -4.282 -2.275
H 2.898 -3.008 -0.383
H 3.901 0.401 0.615
H 3.360 -1.194 1.175
Te -1.135 1.711 0.139
C -3.143 2.363 0.089
C -3.411 3.689 0.434
C -4.712 4.174 0.414
C -5.759 3.340 0.043
C -5.502 2.021 -0.308
C -4.203 1.533 -0.282
H -2.593 4.340 0.720
H -4.908 5.204 0.687
H -6.775 3.717 0.033
H -6.316 1.368 -0.600
H -4.007 0.500 -0.547

Cartesian forces (eV/Å) of the 2 atoms listed first:
Co -0.70 0.78 -0.10
C -0.01 -0.03 -0.01